# 1
A structure of composition C29H46P2Rh at a distorted geometry. Source: the Open Molecules 2025 dataset; level of theory: ωB97M-V with the def2-TZVPD basis set.

CARTESIAN COORDINATES (ANGSTROEM)
Rh 1.500948 1.038481 -1.421173
C -0.679255 -0.418483 0.307205
C -0.361673 -1.701590 -0.189495
C 1.665245 -0.545525 0.012654
C 0.521431 0.344334 0.490632
C 1.010265 -1.785670 -0.428295
C -1.986235 -0.059159 0.906580
H -2.798420 -0.048811 0.160617
H -1.929888 0.940175 1.352864
H -2.228844 -0.782425 1.711905
C 0.607750 1.239919 1.676357
H -0.356833 1.692511 1.920147
H 1.288899 2.061201 1.486905
H 0.945772 0.687577 2.563276
C 2.911388 -0.611266 0.835375
H 2.760492 -0.132837 1.813474
H 3.746769 -0.124068 0.320683
H 3.239979 -1.630674 1.038857
C 1.702649 -3.050626 -0.747269
H 1.316784 -3.861297 -0.104542
H 2.791369 -3.000634 -0.603676
H 1.523776 -3.363179 -1.787180
C -1.295819 -2.856704 -0.321161
H -0.968566 -3.687452 0.319061
H -1.360382 -3.240855 -1.347595
H -2.301783 -2.591925 0.003801
C -3.313918 1.270833 -3.062895
C -4.417006 0.605789 -3.439311
C -4.591325 -0.856108 -3.733452
C -4.120106 -1.123455 -5.200103
C -2.658628 -1.432874 -5.324103
C -1.731801 -1.417609 -4.339865
C -1.785659 -0.832843 -2.948930
C -1.970757 0.676121 -2.731683
H -5.682418 -1.034566 -3.710408
H -4.436555 -0.264648 -5.821113
H -4.090154 -1.556439 -3.035856
H -1.209127 1.262571 -3.273062
H -3.338230 2.383135 -2.949218
H -5.311972 1.210752 -3.654378
H -1.784677 0.877686 -1.654009
H -2.500216 -1.366762 -2.300521
H -0.819893 -1.970857 -4.558183
H -0.801720 -1.066994 -2.514132
H -4.683116 -1.981521 -5.598463
H -2.400953 -1.803725 -6.336023
P 1.029467 2.276760 -3.670705
C 0.966056 4.067222 -4.282688
C 0.189985 1.742617 -5.283624
P 2.928571 0.345133 -2.828391
C 2.849234 1.862161 -3.920666
C 1.995924 -0.705398 -3.987992
C 4.487366 -0.622468 -2.947815
H 1.805440 4.687908 -3.940881
H 0.013095 4.501725 -3.932713
H 0.955269 4.109412 -5.390156
H 0.416490 2.439150 -6.100824
H -0.898075 1.776543 -5.151224
H 0.475225 0.748879 -5.623906
H 4.863583 -0.568972 -3.986506
H 4.282285 -1.686814 -2.690864
H 5.271229 -0.230675 -2.280612
H 3.493889 2.645145 -3.488757
H 3.113705 1.664344 -4.970319
H 2.229220 -1.762331 -3.829413
H 2.277995 -0.406306 -5.007310
H 0.904849 -0.541506 -3.799494
C 4.071074 4.832060 0.436964
C 4.080225 3.624130 1.138471
C 3.434359 2.500826 0.596837
C 2.715530 2.600540 -0.599763
C 2.672452 3.808489 -1.277069
C 3.382994 4.912845 -0.779668
H 4.584136 5.700137 0.847747
H 4.567318 3.527969 2.113420
H 3.461023 1.569054 1.148223
H 2.072684 3.909998 -2.195173
H 3.381706 5.846314 -1.338899

Cartesian forces (eV/Å) of the 2 atoms listed first:
-1.3 2.3 2.4
-0.5 -1.9 -0.5

- Net charge: +1
- HOMO-LUMO gap (spin up / spin down): 0.282 / 0.224 Eh
- Multiplicity: 5
- Energy above the lowest of the compared OMol25 structures with the same formula, charge and spin: 0.00 kJ/mol
- HOMO (spin up / spin down): -9.5 / -11.2 eV
- <S²>: 6.023

***

# 2
A structure of composition C44H36Cl3F2N4O8PbS2 at a distorted geometry. Source: the Open Molecules 2025 dataset; level of theory: ωB97M-V with the def2-TZVPD basis set.

CARTESIAN COORDINATES (ANGSTROEM)
Pb -0.344035 0.087455 -0.017769
F -2.169993 1.023255 5.240964
C -2.528987 0.835357 3.941064
C -1.635156 1.079698 2.920766
C -1.975367 0.838290 1.590244
C -3.295036 0.412442 1.323839
C -4.153647 0.122504 2.382750
F -5.374078 -0.455235 2.175305
C -3.781873 0.305126 3.697284
C -3.712904 0.330314 -0.078621
C -5.042786 0.525159 -0.465600
C -5.367818 0.534150 -1.808524
C -4.352752 0.365918 -2.736658
C -3.059108 0.183799 -2.276162
N -2.751671 0.154563 -0.991769
H -0.654320 1.459115 3.161562
H -4.439043 0.028934 4.503048
H -5.802143 0.694963 0.278649
H -6.390266 0.679037 -2.133846
H -4.566783 0.374386 -3.792421
H -2.240124 0.064752 -2.967184
N 3.255407 -0.077277 -2.239361
C 3.971219 0.223819 -1.010211
C 3.071647 0.447338 0.227039
O 3.476326 0.012318 1.315929
O 1.984186 1.058300 0.038534
H 2.848654 -1.007100 -2.179101
H 2.452598 0.545327 -2.316335
H 4.560284 1.133914 -1.177447
H 4.665551 -0.591362 -0.790294
Cl 1.093287 -8.519336 4.145580
C 1.717388 -6.919331 4.291070
C 1.429797 -5.968988 3.327320
C 1.945176 -4.691409 3.458178
C 2.738794 -4.322005 4.541776
C 3.388633 -2.957708 4.643910
C 2.409784 -1.748107 4.613388
N 1.268141 -1.809997 3.743314
C 0.048442 -2.380149 3.996886
C -0.720591 -2.134199 2.897857
N 0.004739 -1.431147 1.986757
C 1.184724 -1.242308 2.526800
O 4.490659 -2.838954 3.771820
C 4.250096 -2.892892 2.375760
C 5.477815 -2.473484 1.626903
C 6.196010 -1.339861 1.869140
Cl 5.991842 -0.236827 3.136549
S 7.458218 -1.097837 0.705244
C 7.012872 -2.544940 -0.108956
C 5.965823 -3.162260 0.487135
C 3.005525 -5.306375 5.495419
Cl 3.979101 -4.975277 6.885255
C 2.506513 -6.594175 5.381150
H 0.819179 -6.224074 2.475748
H 1.714942 -3.972993 2.690915
H 3.881282 -2.886032 5.620784
H 3.010984 -0.883616 4.314855
H 2.039454 -1.599776 5.631367
H -0.159469 -2.900193 4.910528
H -1.740216 -2.402234 2.712412
H 1.992859 -0.672112 2.088284
H 3.447482 -2.203249 2.091533
H 3.980094 -3.916088 2.075416
H 7.549058 -2.843639 -0.985318
H 5.542055 -4.087399 0.140002
H 2.743338 -7.335993 6.127695
C 1.223412 4.235860 0.379072
S -0.214614 3.077982 0.261816
O -1.349868 3.841177 0.808587
C -0.406874 3.162496 -1.531068
C -1.676725 3.368995 -2.037404
C -1.868847 3.382738 -3.408393
C -0.790103 3.193055 -4.256641
C 0.471819 2.950339 -3.741284
C 0.662598 2.915400 -2.372707
H 0.986791 5.156027 -0.141307
H 2.073943 3.722226 -0.047597
H 1.382829 4.419925 1.436201
H -2.494679 3.517088 -1.347571
H -2.861252 3.531000 -3.813621
H -0.936364 3.206199 -5.326520
H 1.298125 2.755488 -4.406800
H 1.626412 2.671398 -1.958788
O -0.024073 0.070777 -4.740376
C -0.094939 -0.459806 -3.636371
O 0.177529 0.058611 -2.524008
C -0.607616 -1.923759 -3.609894
C -0.612430 -2.674845 -2.445993
C -1.126642 -3.967400 -2.409010
C -1.637764 -4.464701 -3.582295
O -2.218768 -5.695207 -3.822281
C -2.605827 -5.671657 -5.177866
O -2.175156 -4.476945 -5.779283
C -1.616089 -3.726434 -4.762895
C -1.102758 -2.456268 -4.804344
H -0.221541 -2.234360 -1.536449
H -1.141146 -4.562714 -1.511293
H -3.707834 -5.737814 -5.252179
H -2.166019 -6.530569 -5.712187
H -1.071725 -1.864172 -5.704919

Cartesian forces (eV/Å) of the 2 atoms listed first:
0.2 -0.2 -0.4
0.0 0.1 -0.3

- Net charge: -1
- HOMO-LUMO gap: 0.259 Eh
- HOMO: -5.1 eV

***

# 3
A cluster of 5 separate species, H10O5 in total at a distorted geometry. Source: the Open Molecules 2025 dataset; level of theory: ωB97M-V with the def2-TZVPD basis set.

CARTESIAN COORDINATES (ANGSTROEM)
O 4.370281 3.420864 4.342892
H 5.260042 3.253938 3.936343
H 4.618098 4.074198 5.004829
O 8.210896 7.332264 4.626110
H 8.950522 7.115846 5.238969
H 8.434322 8.201250 4.315196
O 10.246433 4.959673 4.258790
H 10.725508 4.108374 4.219823
H 9.734726 4.947900 3.443103
O 4.601094 6.440804 3.171849
H 4.684198 6.976099 3.960203
H 4.305779 5.577618 3.444963
O 7.048211 4.590180 4.868441
H 7.879786 4.225657 5.239196
H 7.278414 5.387348 4.377337

Cartesian forces (eV/Å) of the 2 atoms listed first:
1.2 0.0 -0.7
-1.1 0.1 0.5

- HOMO-LUMO gap: 0.420 Eh
- Energy above the lowest of the compared OMol25 structures with the same formula, charge and spin: 88.89 kJ/mol
- HOMO: -11.1 eV
- SMILES: O.O.O.O.O

***

# 4
A structure of composition C11H30AlBNO5. Source: the Open Molecules 2025 dataset; level of theory: ωB97M-V with the def2-TZVPD basis set.

CARTESIAN COORDINATES (ANGSTROEM)
C 4.104289 -4.313285 -0.365663
C 3.980618 -2.795146 -0.329374
O 5.016398 -2.124899 -0.312774
N 2.717302 -2.305814 -0.230825
C 2.662012 -0.858987 -0.003854
Al 1.390982 -2.915060 -1.509914
B -0.346778 -3.601979 -0.387916
O -0.287159 -4.637556 0.560099
O -1.636388 -3.081815 -0.492676
H 4.670485 -4.601899 0.526079
H 3.139830 -4.820703 -0.346965
H 4.676396 -4.618123 -1.245260
H 1.788600 -0.637758 0.623896
H 2.523937 -0.296187 -0.935769
H 3.564485 -0.502933 0.496779
H 2.003242 -4.097764 -2.437730
H 0.978097 -1.662812 -2.459385
H 0.496759 -5.171699 0.384039
H -2.246182 -3.786110 -0.224669
C -6.188872 -0.081636 -1.595789
C -5.927735 0.601676 -0.262746
O -5.753911 -0.291136 0.819419
C -4.648382 -1.182271 0.696270
C -3.299109 -0.502662 0.580082
H -7.010833 -0.793485 -1.502925
H -6.453872 0.662337 -2.348748
H -5.311879 -0.619100 -1.957296
H -6.788143 1.214034 0.012906
H -5.067699 1.275879 -0.349248
H -4.800603 -1.859380 -0.151747
H -4.684396 -1.791615 1.599735
H -3.187525 0.027387 -0.367078
H -2.509748 -1.250857 0.621150
H -3.162670 0.217506 1.390120
C 4.130449 4.762059 0.737381
C 3.274761 3.857413 -0.135600
O 2.563172 2.872792 0.584352
C 1.620794 3.344664 1.524845
C 0.497344 4.166762 0.913387
H 4.771921 4.163387 1.385332
H 4.760533 5.394802 0.110443
H 3.526341 5.417360 1.367485
H 3.910313 3.294717 -0.819066
H 2.593592 4.457656 -0.751694
H 2.117005 3.911593 2.323033
H 1.210423 2.443599 1.980564
H 0.849513 5.128121 0.534941
H -0.267319 4.367235 1.665322
H 0.039609 3.621692 0.087054

Cartesian forces (eV/Å) of the 2 atoms listed first:
0.1 0.0 0.1
-0.1 0.0 0.2

- Net charge: -1
- HOMO-LUMO gap: 0.268 Eh
- Energy above the lowest of the compared OMol25 structures with the same formula, charge and spin: 0.00 kJ/mol
- HOMO: -4.6 eV

***

# 5
A structure of composition C12H13NO2 at a distorted geometry. Source: the Open Molecules 2025 dataset; level of theory: ωB97M-V with the def2-TZVPD basis set.

CARTESIAN COORDINATES (ANGSTROEM)
C -4.045945 -0.053792 0.071883
C -3.502476 1.214702 0.273794
C -3.118095 -1.040347 -0.306320
C -2.210502 1.502706 0.101887
C -1.783488 -0.771731 -0.550823
C -1.300276 0.509823 -0.335023
C 0.815855 1.863459 -0.233774
C 0.035535 0.828809 -0.418373
C 2.253407 1.434997 -0.069068
C 1.172665 -0.696727 -0.126443
C 0.883415 -1.287653 1.242323
C 3.759290 -0.482706 -0.097117
N 2.421225 0.042943 -0.075283
O 3.228300 2.212388 -0.102857
O 0.993614 -1.567318 -1.189349
H -5.084114 -0.116523 0.069418
H -4.153418 1.973635 0.682621
H -3.481824 -2.058528 -0.592090
H -1.860389 2.506757 0.334410
H -1.132567 -1.431716 -0.924963
H 0.441232 2.844788 0.087671
H 1.451347 -2.262266 1.229676
H -0.175192 -1.554040 1.404309
H 1.010980 -0.553020 1.967141
H 4.274865 -0.411084 -1.141690
H 4.469168 0.042127 0.540878
H 3.702570 -1.638025 0.180800
H 0.934830 -1.051660 -2.023636

Cartesian forces (eV/Å) of the 2 atoms listed first:
2.0 0.4 -0.4
-1.2 0.8 1.0

- HOMO-LUMO gap (spin up / spin down): 0.234 / 0.213 Eh
- Multiplicity: 3
- Energy above the lowest of the compared OMol25 structures with the same formula, charge and spin: 154.06 kJ/mol
- HOMO (spin up / spin down): -5.7 / -9.0 eV
- <S²>: 2.030

***

# 6
An isolated molecule of C5H7NO. Source: the Open Molecules 2025 dataset; level of theory: ωB97M-V with the def2-TZVPD basis set.

CARTESIAN COORDINATES (ANGSTROEM)
C 1.042220 1.312626 -0.877992
N 1.689118 0.091171 -1.450597
C 0.722161 -0.024754 -0.421709
C -1.270275 0.558271 1.461312
C -1.618141 -0.603678 0.564353
C -0.268756 -0.992845 -0.013115
O 0.865020 -0.615364 0.838503
H 1.613104 1.928113 -0.186133
H 0.397242 1.855442 -1.563389
H 2.627916 -0.040373 -1.080620
H -1.251062 0.166709 2.497713
H -2.259221 -0.274706 -0.265979
H -2.073189 -1.488102 1.034799
H -0.188383 -1.999150 -0.423677

Cartesian forces (eV/Å) of the 2 atoms listed first:
-0.1 0.3 0.1
0.2 -0.2 0.0

- HOMO-LUMO gap (spin up / spin down): 0.312 / 0.312 Eh
- Energy above the lowest of the compared OMol25 structures with the same formula, charge and spin: 669.41 kJ/mol
- HOMO (spin up / spin down): -8.8 / -8.8 eV

***

# 7
A structure of composition C3H5ClN2O4P at a distorted geometry. Source: the Open Molecules 2025 dataset; level of theory: ωB97M-V with the def2-TZVPD basis set.

CARTESIAN COORDINATES (ANGSTROEM)
C 1.406567 -0.499817 1.590654
C 0.322261 -0.593254 -0.357973
C 1.583480 0.254231 -0.523097
N 0.182186 -0.671900 1.011915
N -0.903958 -2.051067 1.632724
O -3.075077 -0.917495 0.685611
O 1.819206 -0.726989 2.741876
O -1.779948 -2.630616 -0.821648
O 2.253797 0.094324 0.723976
P -2.125517 -2.032803 0.471810
Cl -2.777371 -3.695579 1.713835
H -0.690222 -0.112037 -0.675735
H 0.541387 -1.573209 -0.796010
H 2.245019 -0.012660 -1.336758
H 1.358710 1.213905 -0.715769
H -1.423186 -1.515793 2.458838

Cartesian forces (eV/Å) of the 2 atoms listed first:
0.9 -0.8 3.8
-1.7 0.4 -2.8

- Net charge: -1
- HOMO-LUMO gap: 0.337 Eh
- Energy above the lowest of the compared OMol25 structures with the same formula, charge and spin: 184.24 kJ/mol
- HOMO: -5.9 eV

***

# 8
A cluster of 7 separate species, C29H31O22 in total at a distorted geometry. Source: the Open Molecules 2025 dataset; level of theory: ωB97M-V with the def2-TZVPD basis set.

CARTESIAN COORDINATES (ANGSTROEM)
C 1.867996 3.486149 1.742351
C 2.308072 2.408430 1.411888
C 2.971870 1.132170 0.815120
O 4.202098 0.826863 1.517940
C 4.000945 0.049207 2.662747
O 3.307797 0.359805 3.596584
C 4.812951 -1.302547 2.702228
C 4.332724 -2.504188 3.421513
C 5.186267 -3.732874 3.347065
C 6.464508 -3.735582 2.613104
C 6.926266 -2.515546 1.907590
C 6.117181 -1.283357 1.955790
C 1.897691 -0.038755 0.802099
O 1.956700 -0.955985 -0.062922
O 0.894735 -0.064844 1.655667
H 1.228408 4.389929 1.879696
H 3.268214 1.332528 -0.258879
H 3.370932 -2.446146 3.985580
H 4.821808 -4.654898 3.868476
H 7.110572 -4.652136 2.550216
H 7.888172 -2.509976 1.326167
H 6.466498 -0.341430 1.447450
C -3.178392 4.134101 0.309689
C -1.830583 3.621742 0.725172
O -0.945459 4.627782 0.241547
C -1.662005 5.777944 0.129373
O -1.186037 6.850392 -0.088799
O -2.993802 5.548296 0.299986
H -3.964563 3.850044 1.006778
H -3.459126 3.807162 -0.693799
H -1.724101 3.549832 1.810805
H -1.597941 2.653491 0.283655
C -4.336620 0.779068 3.038351
C -5.831910 0.647396 3.053065
O -6.228985 1.401589 1.910618
C -5.165280 1.433287 1.060695
O -5.209036 1.840623 -0.060178
O -4.046709 0.943419 1.651814
H -3.835868 -0.098966 3.437310
H -3.988664 1.661461 3.579928
H -6.163545 -0.387153 2.926834
H -6.277463 1.053035 3.961176
C 1.492937 -0.970328 -3.585494
C 0.002194 -1.096765 -3.613647
O -0.363924 -0.318902 -4.752529
C 0.719747 -0.274715 -5.572227
O 0.702073 0.154640 -6.689617
O 1.822295 -0.779825 -4.963334
H 1.980013 -1.859647 -3.188779
H 1.827299 -0.100173 -3.016868
H -0.330333 -2.127036 -3.769109
H -0.464466 -0.707403 -2.709304
C -3.422688 -2.492060 6.204837
C -2.414276 -2.215045 7.284099
O -1.632130 -1.165077 6.728774
C -2.399412 -0.534879 5.799159
O -2.107234 0.486918 5.267333
O -3.550134 -1.230813 5.557628
H -4.381907 -2.822699 6.603520
H -3.067407 -3.227711 5.478587
H -2.877540 -1.859773 8.208885
H -1.794871 -3.082955 7.509324
C -2.085559 -4.710987 -2.562619
C -2.421351 -4.904831 -1.110923
O -1.324030 -5.671090 -0.629790
C -0.271161 -5.436845 -1.461627
O 0.843445 -5.791189 -1.250326
O -0.663036 -4.743057 -2.568595
H -2.453730 -3.762229 -2.953457
H -2.460046 -5.523512 -3.191657
H -2.462032 -3.960989 -0.560773
H -3.360737 -5.439143 -0.967469
C 0.994098 3.619258 -8.005145
C 2.338199 3.112036 -7.570831
O 3.225069 4.130237 -8.029047
C 2.500916 5.275897 -8.142207
O 2.971895 6.353036 -8.342291
O 1.170010 5.033785 -7.997361
H 0.196596 3.322517 -7.325070
H 0.733242 3.301194 -9.018046
H 2.423542 3.030246 -6.484450
H 2.584527 2.150109 -8.018263

Cartesian forces (eV/Å) of the 2 atoms listed first:
-1.1 0.4 -0.4
0.9 -0.7 -0.8

- Net charge: -1
- HOMO-LUMO gap: 0.232 Eh
- Energy above the lowest of the compared OMol25 structures with the same formula, charge and spin: 209.48 kJ/mol
- HOMO: -4.7 eV